No. 1
103
Properties=species:S:1:pos:R:3 method="wB97M-V/def2-TZVPD" mol_weight_g_mol=814.74 total_energy_ha=-5443.9822 smiles="CCCCCCCCCC[C@@H]1OS(=O)(=O)O[C@]1(Br)OC#N.O=C1CCCO1.O=C1CCCO1.O=C1CCCO1.O=C1CCCO1.O=C1CCCO1"
C -5.63769 -3.13442 2.60290
C -4.98967 -2.31043 1.36027
C -3.42882 -2.64166 1.11358
C -2.43884 -1.39291 1.40787
C -1.87099 -0.67183 0.08697
C -0.34548 -1.02230 -0.27779
C 0.71004 -0.80705 0.92207
C 1.81985 0.32527 0.65309
C 2.69009 0.12765 -0.68389
C 2.83333 -1.39114 -1.18652
C 4.05354 -1.65259 -2.19433
O 4.50616 -0.54843 -3.06521
S 4.73601 -1.24607 -4.58113
O 5.85198 -0.75901 -5.45939
O 3.47803 -0.79878 -5.31281
O 4.70067 -2.90514 -4.27345
C 3.91833 -3.02040 -3.06009
Br 4.97420 -4.31035 -1.91914
O 2.63685 -3.68704 -3.14820
C 2.13087 -3.66423 -4.47569
N 1.54208 -3.52703 -5.52723
H -6.68864 -2.72092 2.87375
H -5.78984 -4.25494 2.34682
H -5.00524 -3.07357 3.55807
H -5.56349 -2.67314 0.42010
H -5.20206 -1.19201 1.55498
H -3.16471 -3.53216 1.80997
H -3.29364 -3.01040 0.03184
H -1.63305 -1.74306 2.14454
H -3.09170 -0.60088 1.95328
H -2.53830 -0.99750 -0.80740
H -1.94738 0.46891 0.19805
H -0.21490 -2.08121 -0.72075
H -0.03324 -0.28472 -1.12192
H 0.13831 -0.53361 1.87504
H 1.25663 -1.82182 1.06902
H 1.30578 1.35119 0.69267
H 2.55363 0.28879 1.55039
H 3.76253 0.51456 -0.46217
H 2.26640 0.80070 -1.52222
H 1.86993 -1.68147 -1.73352
H 2.98587 -2.06523 -0.27309
H 4.98383 -1.84255 -1.52997
O 1.20960 3.20132 -1.83322
C 1.39493 3.13250 -3.02294
C 0.51295 2.41573 -4.00822
C 1.40724 2.32166 -5.22557
C 2.28420 3.54265 -5.08087
O 2.42720 3.73927 -3.66955
H -0.37450 3.02381 -4.20017
H 0.23193 1.42904 -3.63873
H 0.86112 2.29326 -6.17020
H 2.01915 1.41571 -5.16248
H 1.82604 4.43765 -5.51293
H 3.26695 3.39555 -5.53276
O -3.32705 2.57596 1.33946
C -4.26642 2.40630 0.60182
C -5.19825 3.47745 0.10646
C -6.36081 2.66631 -0.42271
C -5.69420 1.37843 -0.84489
O -4.60298 1.20317 0.06498
H -4.70196 4.04331 -0.68578
H -5.50475 4.13782 0.91799
H -6.90459 3.15551 -1.23288
H -7.06961 2.46871 0.38798
H -5.29502 1.43074 -1.86243
H -6.37182 0.52539 -0.77449
O -2.26864 5.64141 6.19075
C -1.96340 5.27949 5.08153
C -0.65989 4.63382 4.69678
C -0.67232 4.76505 3.18926
C -2.14882 4.74677 2.87248
O -2.78406 5.36443 3.99976
H -0.67232 3.58855 5.01470
H 0.18515 5.16148 5.13923
H -0.11230 3.98136 2.67573
H -0.24256 5.73050 2.90148
H -2.53816 3.73138 2.76575
H -2.37891 5.31060 1.96607
O 3.49811 2.21046 3.85173
C 4.46735 2.14506 3.13995
C 5.86896 2.52734 3.52863
C 6.55732 2.62047 2.18426
C 5.78134 1.62836 1.35052
O 4.44578 1.66611 1.86470
H 6.29475 1.73611 4.15040
H 5.88407 3.48166 4.05508
H 7.62698 2.40649 2.22325
H 6.42964 3.62811 1.77572
H 6.16580 0.60859 1.45262
H 5.77565 1.89994 0.29293
O -2.69057 -5.63870 2.03598
C -2.03644 -6.01595 1.09686
C -0.86156 -6.95242 1.16547
C -0.21794 -6.75431 -0.18979
C -1.39582 -6.38300 -1.05930
O -2.29374 -5.67731 -0.19646
H -1.22700 -7.97361 1.29769
H -0.18622 -6.67663 1.97549
H 0.32424 -7.63040 -0.55043
H 0.48670 -5.91742 -0.14260
H -1.91257 -7.26173 -1.45697
H -1.10307 -5.73891 -1.89080

---

No. 2
109
Properties=species:S:1:pos:R:3 method="wB97M-V/def2-TZVPD" mol_weight_g_mol=865.90 total_energy_ha=-3744.4076
O -0.38221 3.79662 -2.54270
S -1.45339 2.87686 -2.51990
O -2.70103 3.43116 -2.86211
F -1.15761 1.81135 -3.60532
N -1.49409 1.95070 -1.13425
S -3.10854 1.39901 -0.80938
C -0.87000 2.60992 0.02026
O -0.05380 1.66873 0.70140
O 0.78639 1.09561 -0.27762
H -3.72402 2.51399 -0.34395
H -1.59688 2.91818 0.76206
H -0.23821 3.45703 -0.23296
H 0.57337 0.15013 -0.28564
O 2.37795 7.46593 -7.53224
C 1.56908 6.89694 -6.86518
O 0.43535 6.35172 -7.38210
C -0.38713 5.83461 -6.31994
C 0.56087 5.59696 -5.15774
C 1.59755 6.69884 -5.36098
H -1.15809 6.57217 -6.08672
H -0.86687 4.91472 -6.65070
H 0.06611 5.62374 -4.19105
H 1.03705 4.62093 -5.26265
H 1.30355 7.63197 -4.87843
H 2.58744 6.39942 -5.03010
O -2.28095 2.87925 4.34770
C -1.56850 1.95724 4.62703
O -1.99765 0.68138 4.69348
C -0.93013 -0.18002 5.15691
C 0.34725 0.57838 4.84195
C -0.09797 2.03150 4.99119
H -1.06011 -0.34998 6.22234
H -0.98489 -1.13328 4.63958
H 1.17543 0.29730 5.48419
H 0.64410 0.39241 3.80731
H -0.00790 2.38446 6.02000
H 0.43410 2.69515 4.31455
O -4.70719 2.59972 -9.55172
C -3.52713 2.77112 -9.50091
O -2.64684 1.75976 -9.27632
C -1.31231 2.28682 -9.16112
C -1.34928 3.62910 -9.87108
C -2.78295 4.08756 -9.61621
H -1.07149 2.38683 -8.09964
H -0.60959 1.59283 -9.61658
H -0.59028 4.32207 -9.51127
H -1.19668 3.49038 -10.94228
H -2.87995 4.62635 -8.67226
H -3.17552 4.68579 -10.43275
O -4.77219 -3.74051 -6.56753
C -4.31745 -2.78614 -7.12676
O -3.13343 -2.23039 -6.76827
C -2.89693 -1.03578 -7.53803
C -3.75134 -1.19082 -8.78159
C -4.94024 -1.99463 -8.26132
H -3.19059 -0.17198 -6.93784
H -1.83635 -0.95892 -7.76672
H -4.02353 -0.24199 -9.23168
H -3.21445 -1.77728 -9.52996
H -5.72080 -1.35123 -7.85260
H -5.35504 -2.65685 -9.01546
O 0.62854 -1.83727 6.73069
C 0.47927 -3.00527 6.50363
O 0.34726 -3.48878 5.24742
C 0.07504 -4.90354 5.29252
C 0.59526 -5.36244 6.64654
C 0.36631 -4.12778 7.51096
H -1.00154 -5.05245 5.18614
H 0.57932 -5.39194 4.46245
H 0.10215 -6.25961 7.01495
H 1.66435 -5.56936 6.58421
H -0.63510 -4.11277 7.94617
H 1.12048 -4.03229 8.28483
O 3.02786 -4.86179 9.12665
C 3.67455 -3.92821 9.50718
O 3.80990 -2.79711 8.78336
C 4.72387 -1.89705 9.43800
C 4.72298 -2.32246 10.89786
C 4.47610 -3.82629 10.78955
H 5.70663 -2.00475 8.97341
H 4.38247 -0.87324 9.30258
H 5.63805 -2.05784 11.42294
H 3.88883 -1.85152 11.41972
H 5.40389 -4.38730 10.66833
H 3.90961 -4.21311 11.63158
O -1.29392 -4.16557 -1.04449
C -2.09468 -4.34182 -1.91608
O -3.39638 -3.98850 -1.80306
C -4.12790 -4.42402 -2.96770
C -3.08289 -4.58277 -4.05778
C -1.85235 -5.00534 -3.25835
H -4.62868 -5.36504 -2.72914
H -4.88036 -3.68125 -3.21986
H -3.37347 -5.28774 -4.83107
H -2.89935 -3.62200 -4.53613
H -1.80716 -6.08603 -3.11332
H -0.92904 -4.64637 -3.70396
O 6.76456 1.22874 8.04436
C 5.95913 1.02521 7.18578
O 4.64464 1.32979 7.30650
C 3.92161 0.85881 6.15263
C 4.96652 0.72955 5.05374
C 6.21799 0.36008 5.84745
H 3.45734 -0.09890 6.40136
H 3.14001 1.57266 5.90327
H 4.69585 0.00564 4.28771
H 5.11358 1.69451 4.56629
H 6.30107 -0.71720 6.00003
H 7.12375 0.74892 5.39177